[1]
{"formula": "C25H25As2MgN6S3", "method": "ωB97M-V/def2-TZVPD", "total_charge": -1, "relative_energy_kj_mol": 35.7, "species": ["Mg", "N", "C", "S", "N", "N", "C", "C", "C", "C", "C", "C", "N", "H", "H", "H", "H", "H", "H", "H", "S", "C", "C", "C", "C", "N", "C", "C", "C", "S", "C", "N", "H", "H", "C", "As", "C", "C", "C", "C", "C", "C", "C", "As", "C", "C", "H", "H", "H", "H", "H", "H", "H", "H", "H", "H", "H", "H", "H", "H", "H", "H"], "positions_angstrom": [[-0.388, -0.353, 0.555], [1.871, -2.921, -2.363], [0.968, -2.518, -1.410], [1.446, -2.473, 0.217], [-0.244, -2.257, -1.862], [-1.024, -1.485, -1.111], [-2.299, -1.649, -1.157], [-3.154, -0.676, -0.505], [-4.524, -0.877, -0.352], [-5.277, 0.095, 0.279], [-4.651, 1.251, 0.722], [-3.284, 1.371, 0.529], [-2.551, 0.436, -0.060], [2.617, -3.502, -2.023], [1.472, -3.183, -3.251], [-2.734, -2.487, -1.694], [-4.973, -1.796, -0.707], [-6.341, -0.043, 0.427], [-5.202, 2.039, 1.217], [-2.746, 2.248, 0.871], [-1.552, -1.231, 2.534], [-1.857, 0.260, 3.368], [-2.724, 0.203, 4.467], [-3.068, 1.319, 5.218], [-3.933, 1.181, 6.341], [-4.625, 1.050, 7.251], [-2.534, 2.571, 4.860], [-1.662, 2.642, 3.781], [-1.294, 1.523, 3.027], [-0.159, 1.804, 1.734], [-2.883, 3.754, 5.571], [-3.159, 4.726, 6.124], [-3.141, -0.758, 4.737], [-1.238, 3.597, 3.501], [2.488, 1.351, -3.468], [1.449, 1.042, -1.809], [-0.247, 1.791, -2.458], [2.121, 2.603, -0.819], [1.991, 3.891, -1.327], [2.469, 4.988, -0.628], [3.086, 4.801, 0.600], [3.223, 3.521, 1.115], [2.755, 2.412, 0.417], [2.899, 0.577, 1.083], [3.829, 0.863, 2.794], [4.514, 0.164, 0.013], [2.401, 2.390, -3.783], [2.110, 0.700, -4.256], [3.540, 1.120, -3.300], [-0.087, 2.631, -3.135], [-0.836, 2.117, -1.601], [-0.802, 1.012, -2.983], [1.497, 4.051, -2.279], [2.350, 5.985, -1.034], [3.448, 5.653, 1.162], [3.686, 3.388, 2.085], [3.157, 1.375, 3.483], [4.761, 1.422, 2.697], [4.047, -0.121, 3.207], [5.261, 0.953, 0.101], [4.224, 0.057, -1.033], [4.939, -0.784, 0.345]], "nbo_charge": [1.63, -0.81, 0.26, -0.41, -0.47, -0.35, 0.00, 0.17, -0.24, -0.16, -0.25, 0.07, -0.52, 0.39, 0.38, 0.19, 0.21, 0.21, 0.22, 0.23, -0.51, -0.17, -0.18, -0.17, 0.31, -0.35, -0.21, -0.12, -0.20, -0.54, 0.30, -0.35, 0.23, 0.22, -0.93, 0.87, -0.96, -0.34, -0.21, -0.22, -0.22, -0.16, -0.34, 0.94, -0.97, -0.96, 0.21, 0.22, 0.23, 0.21, 0.25, 0.23, 0.20, 0.20, 0.20, 0.20, 0.24, 0.21, 0.23, 0.21, 0.22, 0.22]}

=====

[2]
{"formula": "C25H25BaCl3F5IN10SSi", "method": "ωB97M-V/def2-TZVPD", "total_charge": 0, "relative_energy_kj_mol": 75.9, "species": ["Ba", "N", "C", "N", "C", "N", "C", "C", "N", "C", "C", "N", "H", "H", "H", "H", "H", "N", "C", "S", "C", "C", "C", "N", "C", "C", "H", "H", "H", "H", "H", "H", "Cl", "Si", "Cl", "Cl", "C", "C", "C", "C", "C", "N", "H", "H", "H", "H", "H", "H", "H", "H", "H", "F", "C", "F", "C", "F", "F", "F", "N", "C", "H", "I", "C", "C", "C", "C", "N", "C", "H", "H", "H", "H"], "positions_angstrom": [[0.325, -0.876, -0.063], [-2.744, 1.956, 3.110], [-2.657, 1.187, 2.019], [-1.394, 1.022, 1.689], [-0.735, 1.735, 2.649], [-1.522, 2.320, 3.525], [0.723, 1.848, 2.696], [1.370, 2.445, 3.772], [2.691, 2.566, 3.812], [3.361, 2.079, 2.778], [2.719, 1.477, 1.704], [1.398, 1.361, 1.654], [-3.564, 2.263, 3.604], [-3.519, 0.793, 1.509], [0.801, 2.828, 4.609], [4.441, 2.149, 2.802], [3.287, 1.081, 0.871], [-3.476, -5.315, 5.165], [-4.075, -4.425, 4.362], [-5.639, -3.968, 4.572], [-3.219, -3.881, 3.264], [-3.585, -2.705, 2.614], [-2.761, -2.208, 1.626], [-1.629, -2.795, 1.243], [-1.301, -3.938, 1.833], [-2.053, -4.511, 2.846], [-4.004, -5.700, 5.930], [-2.490, -5.504, 5.115], [-4.495, -2.197, 2.898], [-3.018, -1.299, 1.098], [-0.382, -4.410, 1.509], [-1.704, -5.444, 3.267], [3.510, -1.435, 3.365], [1.573, -2.111, 2.649], [0.246, -1.297, 4.182], [1.751, -4.167, 3.346], [4.570, 2.203, -2.881], [3.126, 2.701, -3.020], [2.617, 2.494, -4.453], [3.018, 4.176, -2.611], [2.279, 1.914, -2.118], [1.604, 1.308, -1.416], [5.196, 2.737, -3.596], [4.637, 1.136, -3.086], [4.955, 2.391, -1.878], [3.271, 3.033, -5.140], [1.604, 2.880, -4.567], [2.621, 1.439, -4.720], [3.662, 4.771, -3.260], [3.338, 4.322, -1.580], [1.995, 4.538, -2.713], [0.534, -1.865, -3.793], [1.213, -2.072, -2.574], [1.069, -3.470, -2.355], [2.678, -1.925, -2.951], [2.901, -0.726, -3.535], [3.439, -1.953, -1.832], [3.183, -2.852, -3.781], [-1.772, -3.171, -2.241], [-2.117, -2.222, -1.674], [-1.256, -3.902, -2.692], [-3.304, 4.668, -1.110], [-2.688, 2.910, -2.036], [-3.196, 2.516, -3.264], [-2.736, 1.328, -3.810], [-1.811, 0.576, -3.103], [-1.332, 0.952, -1.919], [-1.752, 2.103, -1.406], [-3.927, 3.122, -3.782], [-3.094, 0.984, -4.771], [-1.429, -0.357, -3.499], [-1.325, 2.394, -0.454]], "mulliken_charge": [1.58, 0.15, -0.58, 0.51, 0.25, -0.80, -0.01, -0.54, -0.58, -0.51, -0.40, 0.49, 0.21, 0.61, 0.50, 0.40, 0.53, -0.33, 0.22, -0.39, 1.07, -0.75, -0.69, 0.39, -1.18, -0.77, 0.21, 0.18, 0.36, 0.63, 0.66, 0.37, -0.37, 0.32, -0.34, -0.35, -1.55, 2.50, -1.54, -1.72, -1.13, 0.05, 0.43, 0.31, 0.37, 0.43, 0.37, 0.31, 0.43, 0.37, 0.39, -0.36, 0.04, -0.39, 0.46, -0.23, -0.32, -0.30, -0.09, -0.24, 0.31, 0.07, -0.65, -0.17, -1.00, -0.27, 0.40, -0.23, 0.42, 0.46, 0.44, 0.59]}

=====

[3]
{"formula": "C25H25ClN2O", "method": "ωB97M-V/def2-TZVPD", "total_charge": 0, "total_energy_ev": -43877.91667, "species": ["Cl", "C", "C", "C", "C", "O", "C", "C", "H", "H", "H", "H", "C", "N", "C", "C", "C", "C", "C", "C", "C", "C", "C", "C", "C", "C", "N", "C", "C", "C", "C", "C", "C", "H", "H", "H", "H", "H", "H", "H", "H", "H", "H", "H", "H", "H", "H", "H", "H", "H", "H", "H", "H", "H"], "positions_angstrom": [[6.891, -2.125, -2.110], [5.227, -1.844, -1.845], [4.404, -2.944, -1.734], [3.037, -2.826, -1.549], [2.463, -1.555, -1.249], [1.260, -1.578, -0.676], [3.295, -0.377, -1.484], [4.687, -0.562, -1.729], [4.795, -3.989, -1.792], [2.344, -3.667, -1.420], [2.928, 0.653, -1.395], [5.382, 0.284, -1.828], [0.885, 2.320, 5.605], [1.626, 1.672, 4.544], [3.074, 1.622, 4.544], [3.434, 0.919, 3.228], [2.129, 0.647, 2.541], [1.108, 1.088, 3.426], [-0.232, 0.912, 2.991], [-0.523, 0.290, 1.784], [0.480, 0.220, 0.767], [0.169, 0.015, -0.626], [-1.256, -0.047, -1.046], [-1.613, -0.877, -2.120], [-2.860, -0.784, -2.706], [-3.798, 0.091, -2.117], [-5.011, -0.021, -2.735], [-6.232, 0.671, -2.422], [-4.966, -0.984, -3.846], [-3.503, -1.514, -3.837], [-3.474, 0.910, -1.030], [-2.187, 0.898, -0.525], [1.818, 0.303, 1.239], [-0.159, 2.464, 5.307], [0.925, 1.704, 6.513], [1.350, 3.290, 5.830], [3.524, 2.626, 4.595], [3.428, 1.062, 5.424], [4.076, 1.548, 2.628], [4.050, 0.057, 3.447], [-1.046, 1.187, 3.677], [-1.542, -0.083, 1.597], [0.986, 0.267, -1.411], [-0.850, -1.555, -2.526], [-6.095, 1.145, -1.452], [-6.442, 1.444, -3.186], [-7.070, -0.055, -2.390], [-5.678, -1.834, -3.703], [-5.224, -0.499, -4.819], [-3.038, -1.334, -4.800], [-3.501, -2.590, -3.662], [-4.222, 1.612, -0.683], [-1.904, 1.686, 0.188], [2.649, 0.036, 0.581]], "nbo_charge": [0.00, -0.13, -0.20, -0.27, 0.34, -0.64, -0.36, -0.19, 0.22, 0.23, 0.22, 0.22, -0.40, -0.40, -0.19, -0.45, -0.01, 0.23, -0.33, -0.12, -0.18, 0.18, -0.20, -0.16, 0.00, 0.20, -0.41, -0.40, -0.19, -0.45, -0.33, -0.09, -0.14, 0.21, 0.19, 0.20, 0.19, 0.19, 0.22, 0.22, 0.21, 0.23, 0.24, 0.23, 0.21, 0.19, 0.20, 0.19, 0.19, 0.22, 0.22, 0.21, 0.22, 0.23]}

=====

| no. | maximum force (eV Å⁻¹) |
| --- | --- |
| 1 | 1.18 |
| 2 | 1.19 |
| 3 | 3.03 |